# C4H8NO

A gas-phase ion, C4H8NO (charge +1) in a non-equilibrium geometry (wB97M-V/def2-TZVPD, OMol25).

Output
Charge ... +1
E_LUMO (spin up / spin down) ... -4.86 / -4.37 eV
Maximum force ... 0.0770 hartree/bohr
E ... -286.73404 Ha
Relative energy (zero: lowest compared OMol25 entry of this formula, charge and spin) ... 547.3 kJ/mol
HOMO (spin up / spin down) ... -0.4786 / -0.4922 Eh

```
14
Properties=species:S:1:pos:R:3:forces:R:3
C -0.10639 2.55402 -0.20811 0.25 0.54 2.87
C 0.46922 -1.04686 -0.09077 -2.13 2.60 -2.08
C 0.86641 0.35351 -0.22825 2.88 -1.73 1.39
C -0.77627 -1.63324 -0.73854 2.04 -1.26 0.63
N 0.58254 -0.23376 1.16061 -1.76 -0.49 2.91
O 0.22528 1.38474 -0.54749 -1.07 0.46 -2.67
H -0.00422 2.80963 0.84851 -0.01 0.01 -0.21
H -0.28103 3.31249 -0.91033 -0.43 0.36 -1.26
H 1.22767 -1.70705 -0.25687 2.58 -1.28 0.39
H -0.98570 -1.17294 -1.70216 0.09 -0.18 0.05
H -1.54426 -1.46489 -0.04875 -1.78 -0.26 0.64
H -0.44435 -2.71951 -0.79949 -1.48 1.19 -0.33
H -0.31618 0.20531 1.50543 0.92 -1.08 -0.39
H 1.08728 -0.64144 2.01622 -0.12 1.13 -1.91
```
Forces are in eV/Å.

# C2H4ClFO2S

A molecular structure, C2H4ClFO2S in a non-equilibrium geometry (wB97M-V/def2-TZVPD, OMol25).

Output
Charge ... 0
E_LUMO ... -0.57 eV
Maximum force ... 0.0213 hartree/bohr
E ... -1187.28279 Ha
Relative energy (zero: lowest compared OMol25 entry of this formula, charge and spin) ... 20.7 kJ/mol
HOMO ... -0.3810 Eh

```
11
Properties=species:S:1:pos:R:3:forces:R:3
C -0.54061 1.29672 1.21644 -0.03 -0.09 0.16
C -0.80505 0.22013 1.92042 -0.01 0.01 0.13
O 0.21084 -2.55287 -1.70736 -0.18 0.14 0.23
O 1.88817 -1.19422 -0.57873 -0.38 0.09 0.15
F -0.82914 1.35997 -0.09378 -0.09 0.10 -0.16
S 0.49589 -1.48899 -0.78584 0.72 -0.83 0.03
Cl 0.20945 0.49938 -2.71409 0.11 0.51 -0.65
H 1.29060 0.10811 -3.29341 -0.15 0.02 0.06
H -0.08886 2.20578 1.58192 0.05 0.07 -0.01
H -1.26629 -0.64939 1.48729 -0.12 -0.08 -0.12
H -0.56501 0.19540 2.96712 0.08 0.07 0.19
```
Forces are in eV/Å.

# C4H12

2 unconnected molecules or ions with the total composition C4H12 in a non-equilibrium geometry (wB97M-V/def2-TZVPD, OMol25).

Output
Charge ... +1
E_LUMO (spin up / spin down) ... -2.87 / -11.68 eV
Maximum force ... 0.0669 hartree/bohr
E ... -159.12631 Ha
Multiplicity ... 2
Relative energy (zero: lowest compared OMol25 entry of this formula, charge and spin) ... 114.3 kJ/mol
HOMO (spin up / spin down) ... -0.6355 / -0.5647 Eh

```
16
Properties=species:S:1:pos:R:3:forces:R:3
C -0.06112 -1.56192 -0.21552 -1.44 -1.01 -0.63
C 0.40356 -2.64269 0.68693 -2.15 0.91 0.68
H 0.38264 -1.72310 -1.17769 0.06 0.52 -0.75
H -1.16510 -1.49768 -0.28174 0.66 0.29 -0.01
H 0.34325 -0.60769 0.17379 0.26 0.72 0.25
H 1.17261 -2.38918 1.34886 1.71 0.39 1.43
H -0.38959 -3.01693 1.33387 -0.07 -0.05 -0.01
H 0.86306 -3.33502 0.06008 1.02 -1.74 -1.12
C -0.90222 1.91880 0.02500 0.30 2.19 -1.06
C 0.50249 2.36380 -0.50778 -1.19 -2.99 1.21
H -1.29250 1.03601 -0.52771 0.30 0.08 -0.57
H -0.93082 1.39796 0.96399 0.13 -0.08 1.31
H -1.68799 2.75955 0.12822 1.47 -1.11 -0.15
H 1.01839 3.12896 0.00371 -0.09 1.24 1.24
H 0.55490 2.73573 -1.50492 -0.07 -0.06 -1.50
H 1.18844 1.43342 -0.50907 -0.91 0.69 -0.31
```
Forces are in eV/Å.

# C3H6N2S

2 unconnected molecules or ions with the total composition C3H6N2S in a non-equilibrium geometry (wB97M-V/def2-TZVPD, OMol25).

Output
SMILES ... C=[NH+][S-].CC#N
Charge ... 0
E_LUMO (spin up / spin down) ... 0.13 / 0.13 eV
Maximum force ... 0.0667 hartree/bohr
E ... -625.51878 Ha
Relative energy (zero: lowest compared OMol25 entry of this formula, charge and spin) ... 270.9 kJ/mol
HOMO (spin up / spin down) ... -0.2946 / -0.2945 Eh

```
12
Properties=species:S:1:pos:R:3:forces:R:3
C -2.96354 -1.07335 -0.48780 0.12 1.00 -0.31
C 1.59435 -0.18591 -0.22038 -0.99 -2.81 1.26
C 2.26919 1.03870 -0.50546 -0.12 -1.21 -0.56
N 1.20340 -1.23741 0.08821 0.24 1.67 -0.64
N -1.91108 -0.37775 -0.14442 -1.35 -3.08 0.66
S -1.80366 1.23490 0.00778 0.35 1.92 -0.02
H -3.14025 -2.16928 -0.62040 0.88 1.20 0.51
H -3.70099 -0.31932 -0.67097 -1.24 -0.45 -0.68
H 1.62629 1.83471 -0.38444 -2.01 1.76 -0.88
H 2.85020 1.26839 0.33367 2.10 -0.20 0.84
H 2.70542 0.88712 -1.48300 0.57 0.79 0.01
H -1.19897 -0.89892 0.31770 1.44 -0.59 -0.20
```
Forces are in eV/Å.